Record 1
103
Properties=species:S:1:pos:R:3 method="wB97M-V/def2-TZVPD" de_lowest_ev=0.293 e_tot_ha=-3543.83228 gap_ha="0.2489 / 0.2704" max_force_ha_per_bohr=0.0078 spin_multiplicity=3
Ti -0.285 0.088 0.343
C -0.530 2.435 -0.377
C -1.673 1.707 -0.764
C -2.301 1.229 0.405
C -1.527 1.644 1.518
C -0.439 2.395 1.026
H 0.173 2.894 -1.053
H -1.986 1.517 -1.779
H -3.192 0.623 0.439
H -1.691 1.398 2.553
H 0.357 2.796 1.631
C 4.403 -1.670 4.564
C 4.299 -0.378 3.777
C 5.590 -0.066 3.033
O 3.191 -0.537 2.893
P 2.750 0.623 1.800
O 1.323 0.147 1.558
C 3.017 1.744 -0.159
P 2.410 0.787 -1.473
O 1.136 0.059 -1.199
O 3.493 -0.314 -1.818
C 4.869 -0.030 -2.145
C 5.727 -0.470 -0.976
C 5.194 -0.770 -3.426
O 2.172 1.661 -2.787
C 2.935 2.834 -3.150
C 3.440 2.635 -4.564
C 2.041 4.050 -3.016
O 2.637 1.931 2.779
C 3.510 3.068 2.735
C 4.286 3.165 4.036
C 2.671 4.316 2.515
H 5.230 -1.619 5.274
H 4.575 -2.508 3.886
H 3.481 -1.853 5.116
H 4.066 0.438 4.467
H 5.823 -0.870 2.333
H 6.416 0.036 3.740
H 5.507 0.865 2.468
H 4.076 1.975 -0.221
H 2.406 2.613 0.062
H 4.986 1.049 -2.303
H 5.583 -1.536 -0.799
H 5.451 0.064 -0.066
H 6.782 -0.288 -1.188
H 5.091 -1.843 -3.266
H 6.218 -0.559 -3.737
H 4.513 -0.476 -4.224
H 3.778 2.934 -2.460
H 2.598 2.492 -5.242
H 4.086 1.760 -4.630
H 4.006 3.509 -4.888
H 1.130 3.907 -3.599
H 2.556 4.939 -3.384
H 1.768 4.222 -1.975
H 4.218 2.948 1.909
H 3.596 3.237 4.878
H 4.915 4.057 4.026
H 4.932 2.301 4.186
H 1.920 4.393 3.303
H 2.157 4.301 1.555
H 3.301 5.206 2.549
C 1.379 -3.047 0.843
C 1.206 -3.232 2.351
C 0.935 -4.724 2.612
C 0.176 -2.427 3.148
C 0.382 -2.449 4.527
C -0.543 -1.942 5.417
C -1.740 -1.443 4.933
C -1.985 -1.372 3.568
C -3.374 -0.956 3.103
C -3.906 0.322 3.757
C -4.383 -2.078 3.392
C -0.980 -1.794 2.666
N -1.127 -1.556 1.266
C -1.760 -2.519 0.527
C -2.290 -3.734 0.987
C -2.890 -4.629 0.111
C -2.977 -4.370 -1.250
C -2.424 -3.193 -1.748
C -1.846 -2.337 -0.854
F -1.211 -1.191 -1.310
H 2.217 -3.676 0.527
H 1.623 -2.026 0.567
H 0.505 -3.376 0.279
H 2.170 -2.982 2.800
H -0.026 -5.015 2.179
H 0.905 -4.953 3.677
H 1.711 -5.337 2.149
H 1.295 -2.897 4.906
H -0.349 -1.965 6.482
H -2.500 -1.108 5.630
H -3.336 -0.810 2.023
H -4.041 0.182 4.831
H -4.884 0.570 3.339
H -3.256 1.181 3.612
H -4.473 -2.236 4.470
H -4.088 -3.019 2.937
H -5.369 -1.811 3.006
H -2.204 -3.973 2.038
H -3.291 -5.555 0.504
H -3.446 -5.076 -1.920
H -2.425 -2.952 -2.803

=====

Record 2
46
Properties=species:S:1:pos:R:3 method="wB97M-V/def2-TZVPD" de_lowest_ev=0.000 e_tot_ha=-3933.69252 gap_ha=0.1480 max_force_ha_per_bohr=0.0693 charge=-1
Cl 2.572 -1.867 2.218
C 1.235 -0.819 2.439
C 1.392 0.483 2.807
Cl 2.933 1.192 2.981
C 0.217 1.386 2.991
O 0.317 2.607 3.018
C -1.105 0.697 3.102
Cl -2.444 1.666 3.534
C -1.244 -0.609 2.754
Cl -2.762 -1.411 2.923
C -0.110 -1.381 2.192
O -0.270 -2.402 1.511
C -2.075 -0.202 -0.500
O -1.769 -1.321 -1.488
C -1.049 -2.382 -1.198
S -1.838 -3.962 -1.414
C -2.519 -4.366 0.190
C -1.643 -4.804 1.173
C -2.096 -4.937 2.482
C -3.425 -4.647 2.793
C -4.315 -4.270 1.783
C -3.871 -4.147 0.466
O -3.001 -3.804 -2.259
O -0.797 -4.919 -1.716
S 0.740 -2.269 -1.283
C 1.016 -2.764 -3.003
C 1.724 -3.940 -3.260
C 1.798 -4.421 -4.571
C 1.151 -3.733 -5.604
C 0.420 -2.573 -5.327
C 0.352 -2.079 -4.023
O 1.047 -0.858 -1.142
O 1.418 -3.280 -0.514
H -2.925 0.312 -0.944
H -2.339 -0.654 0.457
H -1.186 0.427 -0.456
H -0.613 -5.028 0.897
H -1.401 -5.264 3.254
H -3.768 -4.721 3.828
H -5.361 -4.074 2.022
H -4.548 -3.888 -0.345
H 2.177 -4.489 -2.436
H 2.338 -5.349 -4.767
H 1.199 -4.122 -6.622
H -0.120 -2.058 -6.121
H -0.249 -1.202 -3.786

=====

Record 3
89
Properties=species:S:1:pos:R:3 method="wB97M-V/def2-TZVPD" de_lowest_ev=0.000 e_tot_ha=-6474.53541 gap_ha="0.1901 / 0.1902" max_force_ha_per_bohr=0.0138 charge=+1
Os 0.284 -0.118 0.349
Cl -8.990 1.530 -0.465
C -7.291 1.246 -0.289
C -6.640 0.423 -1.194
C -5.281 0.197 -1.044
C -4.571 0.783 -0.001
C -5.245 1.613 0.892
C -6.603 1.847 0.754
C -3.111 0.532 0.158
C -2.225 1.612 -0.107
C -2.642 2.934 -0.505
C -1.517 3.672 -0.639
C -0.407 2.811 -0.317
C 0.899 3.204 -0.161
C 1.259 4.579 -0.608
C 1.218 4.897 -1.961
C 1.532 6.176 -2.396
C 1.878 7.140 -1.464
Cl 2.262 8.741 -1.997
C 1.921 6.844 -0.110
C 1.614 5.561 0.313
C 1.922 2.421 0.441
N 1.762 1.148 0.960
C 2.970 0.810 1.524
C 3.259 -0.444 2.150
C 4.527 -0.531 2.916
C 4.758 0.318 3.998
C 5.931 0.229 4.727
C 6.890 -0.704 4.358
Cl 8.360 -0.814 5.261
C 6.687 -1.549 3.279
C 5.501 -1.462 2.566
C 2.468 -1.554 2.063
C 2.688 -2.813 2.731
C 1.740 -3.668 2.296
C 0.913 -2.937 1.351
N 1.333 -1.679 1.265
C -0.307 -3.402 0.717
C -1.403 -2.553 0.676
C -2.792 -2.974 0.712
C -3.563 -1.876 0.655
C -2.696 -0.733 0.489
N -1.372 -1.166 0.615
C -0.463 -4.760 0.140
C -1.338 -4.909 -0.949
C -1.540 -6.126 -1.571
C -0.834 -7.235 -1.137
Cl -1.078 -8.764 -1.901
C 0.089 -7.115 -0.112
C 0.278 -5.892 0.506
C 3.887 1.855 1.362
C 3.236 2.859 0.671
N -0.885 1.540 -0.039
H -7.193 -0.030 -2.005
H -4.763 -0.437 -1.755
H -4.704 2.075 1.709
H -7.131 2.484 1.450
H -3.663 3.250 -0.638
H -1.436 4.717 -0.892
H 0.945 4.139 -2.687
H 1.507 6.427 -3.448
H 2.185 7.615 0.601
H 1.641 5.325 1.370
H 4.006 1.043 4.283
H 6.106 0.874 5.576
H 7.451 -2.262 3.001
H 5.342 -2.113 1.715
H 3.437 -2.994 3.483
H 1.557 -4.655 2.674
H -3.115 -3.996 0.819
H -4.639 -1.829 0.707
H -1.848 -4.045 -1.352
H -2.223 -6.211 -2.405
H 0.660 -7.978 0.200
H 1.021 -5.851 1.277
H 4.914 1.850 1.688
H 3.653 3.798 0.347
Se 0.977 -1.034 -1.616
C -0.227 -0.514 -3.012
C -0.635 0.800 -3.206
C -1.547 1.087 -4.210
C -2.039 0.071 -5.020
C -1.608 -1.237 -4.839
C -0.697 -1.532 -3.835
H -0.245 1.590 -2.580
H -1.874 2.108 -4.360
H -2.749 0.301 -5.803
H -1.980 -2.027 -5.477
H -0.360 -2.552 -3.689

=====

Record 4
71
Properties=species:S:1:pos:R:3 method="wB97M-V/def2-TZVPD" e_tot_ha=-1894.64591 gap_ha=0.3019 max_force_ha_per_bohr=0.2169 smiles="C[C@H](I)CP(C[C@@H]1CO1)N=C=O.CC(C)O.CC(C)O.CC(C)O.CC(C)O"
C -3.313 -0.425 3.205
C -1.873 0.349 3.044
I -1.879 1.681 1.299
C -0.566 -0.644 2.956
P 0.968 0.481 3.347
C 2.480 -0.025 2.295
C 2.562 1.174 0.977
C 2.801 0.477 -0.595
O 3.945 1.293 0.258
N 1.325 0.229 5.113
C 1.017 1.489 5.645
O 0.495 2.445 6.446
H -3.377 -1.120 4.151
H -4.147 0.418 3.332
H -3.626 -1.023 2.220
H -1.723 1.059 3.992
H -0.702 -1.447 3.823
H -0.459 -1.213 1.922
H 2.403 -1.071 1.775
H 3.488 0.137 2.901
H 1.814 2.178 1.060
H 3.561 -0.407 -0.701
H 2.525 1.109 -1.546
C -1.134 -0.379 -3.335
C 0.383 -0.330 -3.252
C 1.015 -0.380 -4.634
O 0.850 -1.433 -2.479
H -1.471 -1.309 -3.806
H -1.575 -0.355 -2.332
H -1.526 0.466 -3.910
H 0.694 0.585 -2.737
H 0.754 -1.310 -5.151
H 2.108 -0.356 -4.558
H 0.688 0.465 -5.248
H 0.578 -2.251 -2.929
C 7.866 0.605 -1.639
C 8.220 1.051 -0.229
C 7.819 0.005 0.800
O 7.553 2.277 0.060
H 6.786 0.454 -1.742
H 8.149 1.373 -2.367
H 8.376 -0.328 -1.897
H 9.297 1.240 -0.162
H 6.737 -0.167 0.783
H 8.069 0.345 1.811
H 8.328 -0.946 0.615
H 6.596 2.119 0.003
C -2.991 -3.315 -7.987
C -2.637 -2.869 -6.578
C -3.037 -3.915 -5.549
O -3.304 -1.643 -6.289
H -4.071 -3.466 -8.091
H -2.708 -2.547 -8.716
H -2.481 -4.248 -8.246
H -1.560 -2.680 -6.511
H -4.119 -4.087 -5.566
H -2.788 -3.575 -4.538
H -2.529 -4.866 -5.734
H -4.261 -1.801 -6.346
C -4.946 3.677 5.699
C -5.644 2.351 5.442
C -6.465 1.915 6.645
O -4.670 1.354 5.148
H -4.254 3.598 6.545
H -4.349 3.973 4.829
H -5.670 4.470 5.913
H -6.295 2.442 4.565
H -5.827 1.773 7.524
H -6.952 0.953 6.450
H -7.234 2.655 6.887
H -4.087 1.266 5.921

=====

Please write out number 2 again, unchanged.
46
Properties=species:S:1:pos:R:3 method="wB97M-V/def2-TZVPD" de_lowest_ev=0.000 e_tot_ha=-3933.69252 gap_ha=0.1480 max_force_ha_per_bohr=0.0693 charge=-1
Cl 2.572 -1.867 2.218
C 1.235 -0.819 2.439
C 1.392 0.483 2.807
Cl 2.933 1.192 2.981
C 0.217 1.386 2.991
O 0.317 2.607 3.018
C -1.105 0.697 3.102
Cl -2.444 1.666 3.534
C -1.244 -0.609 2.754
Cl -2.762 -1.411 2.923
C -0.110 -1.381 2.192
O -0.270 -2.402 1.511
C -2.075 -0.202 -0.500
O -1.769 -1.321 -1.488
C -1.049 -2.382 -1.198
S -1.838 -3.962 -1.414
C -2.519 -4.366 0.190
C -1.643 -4.804 1.173
C -2.096 -4.937 2.482
C -3.425 -4.647 2.793
C -4.315 -4.270 1.783
C -3.871 -4.147 0.466
O -3.001 -3.804 -2.259
O -0.797 -4.919 -1.716
S 0.740 -2.269 -1.283
C 1.016 -2.764 -3.003
C 1.724 -3.940 -3.260
C 1.798 -4.421 -4.571
C 1.151 -3.733 -5.604
C 0.420 -2.573 -5.327
C 0.352 -2.079 -4.023
O 1.047 -0.858 -1.142
O 1.418 -3.280 -0.514
H -2.925 0.312 -0.944
H -2.339 -0.654 0.457
H -1.186 0.427 -0.456
H -0.613 -5.028 0.897
H -1.401 -5.264 3.254
H -3.768 -4.721 3.828
H -5.361 -4.074 2.022
H -4.548 -3.888 -0.345
H 2.177 -4.489 -2.436
H 2.338 -5.349 -4.767
H 1.199 -4.122 -6.622
H -0.120 -2.058 -6.121
H -0.249 -1.202 -3.786